No. 1
{
  "formula": "C17H50AlN2O12P4",
  "method": "ωB97M-V/def2-TZVPD",
  "gap_ev": 5.3,
  "largest_force_ha_per_bohr": 0.1351,
  "e_above_lowest_kcal_mol": 0.0,
  "total_charge": -1,
  "elements": ["C", "C", "N", "Al", "C", "C", "N", "P", "C", "C", "C", "C", "H", "H", "H", "H", "H", "H", "H", "H", "H", "H", "H", "H", "H", "H", "H", "H", "H", "H", "H", "H", "H", "H", "H", "C", "O", "P", "O", "O", "C", "O", "C", "H", "H", "H", "H", "H", "H", "H", "H", "H", "C", "O", "P", "O", "O", "C", "O", "C", "H", "H", "H", "H", "H", "H", "H", "H", "H", "C", "O", "P", "O", "O", "C", "O", "C", "H", "H", "H", "H", "H", "H", "H", "H", "H"],
  "coordinates": [[-1.108, 5.591, -2.612], [0.098, 4.806, -2.055], [-0.181, 3.408, -1.739], [-0.764, 3.057, 0.024], [0.538, 1.753, 0.899], [0.594, 1.810, 2.435], [1.739, 2.534, 2.986], [-1.090, 5.075, 1.262], [0.564, 5.766, 1.791], [0.819, 7.175, 1.255], [-2.104, 4.750, 2.802], [-3.254, 3.784, 2.476], [-1.111, 6.609, -2.216], [-1.055, 5.650, -3.699], [-2.040, 5.134, -2.288], [0.522, 5.333, -1.199], [0.861, 4.831, -2.849], [-0.896, 3.073, -2.377], [-2.201, 2.300, -0.100], [1.522, 1.860, 0.433], [0.170, 0.757, 0.620], [0.620, 0.789, 2.833], [-0.304, 2.287, 2.835], [1.568, 3.522, 3.071], [2.590, 2.339, 2.482], [0.623, 5.779, 2.885], [1.350, 5.085, 1.462], [0.105, 7.869, 1.700], [0.651, 7.208, 0.180], [1.830, 7.504, 1.505], [-2.567, 5.695, 3.086], [-1.476, 4.373, 3.608], [-3.506, 3.803, 1.418], [-4.147, 4.040, 3.048], [-2.961, 2.769, 2.739], [-1.789, -3.912, -3.355], [-2.209, -2.533, -3.407], [-1.096, -1.331, -3.612], [-2.077, -0.219, -3.549], [-0.659, -1.759, -5.104], [-1.632, -1.629, -6.136], [0.271, -0.548, -3.310], [0.410, -0.005, -1.963], [-2.054, -4.333, -2.386], [-2.315, -4.457, -4.139], [-0.716, -4.026, -3.512], [-2.583, -1.260, -5.754], [-1.785, -2.603, -6.605], [-1.248, -0.932, -6.880], [0.069, -0.729, -1.222], [-0.157, 0.913, -1.851], [1.462, 0.204, -1.793], [-2.881, -2.206, 0.759], [-2.493, -3.580, 0.494], [-2.364, -4.620, 1.696], [-1.948, -5.896, 1.094], [-3.901, -4.576, 2.178], [-4.864, -5.304, 1.420], [-1.834, -4.530, 3.196], [-0.402, -4.493, 3.379], [-2.073, -1.551, 0.441], [-3.770, -1.985, 0.174], [-3.094, -2.031, 1.812], [-4.418, -5.802, 0.561], [-5.635, -4.614, 1.073], [-5.321, -6.049, 2.070], [0.082, -3.829, 2.663], [0.002, -5.499, 3.276], [-0.212, -4.124, 4.382], [6.197, -4.221, -0.243], [5.771, -2.868, -0.481], [4.338, -2.376, 0.069], [4.204, -0.976, -0.336], [4.651, -2.604, 1.634], [5.446, -1.625, 2.305], [2.905, -3.057, 0.208], [2.110, -3.155, -0.994], [6.340, -4.723, -1.198], [7.147, -4.189, 0.289], [5.479, -4.782, 0.355], [5.766, -0.829, 1.634], [6.325, -2.113, 2.728], [4.854, -1.196, 3.111], [2.713, -3.467, -1.847], [1.651, -2.192, -1.203], [1.334, -3.898, -0.824]]
}



No. 2
{
  "formula": "C49H57BFIrN7O5PS3",
  "method": "ωB97M-V/def2-TZVPD",
  "gap_ev": [3.7, 3.9],
  "spin_multiplicity": 2,
  "largest_force_ha_per_bohr": 0.0748,
  "total_charge": 1,
  "elements": ["Ir", "C", "C", "C", "C", "N", "C", "C", "N", "B", "N", "C", "C", "N", "C", "S", "C", "C", "C", "C", "N", "C", "C", "N", "C", "S", "C", "C", "C", "C", "C", "S", "H", "H", "H", "H", "H", "H", "H", "H", "H", "H", "H", "H", "H", "H", "H", "H", "H", "H", "H", "H", "H", "H", "H", "H", "H", "H", "H", "H", "H", "H", "H", "H", "H", "H", "C", "C", "C", "C", "C", "C", "C", "F", "C", "C", "C", "O", "C", "C", "N", "C", "C", "O", "O", "H", "H", "H", "H", "H", "H", "H", "H", "H", "H", "H", "O", "C", "O", "C", "P", "C", "C", "C", "C", "C", "C", "C", "C", "C", "C", "C", "C", "H", "H", "H", "H", "H", "H", "H", "H", "H", "H", "H", "H"],
  "coordinates": [[-0.330, -0.118, 0.187], [-1.808, -0.341, -6.622], [-1.133, -0.754, -5.315], [0.110, -1.589, -5.633], [-2.112, -1.557, -4.455], [-0.700, 0.442, -4.571], [-0.830, 1.746, -4.973], [-0.229, 2.533, -4.049], [0.287, 1.727, -3.078], [0.958, 2.060, -1.748], [2.361, 1.447, -1.720], [3.271, 1.470, -2.743], [4.360, 0.768, -2.355], [4.130, 0.303, -1.085], [2.900, 0.730, -0.711], [2.162, 0.462, 0.796], [5.061, -0.496, -0.273], [6.281, -0.872, -1.114], [5.507, 0.351, 0.921], [4.356, -1.777, 0.181], [1.043, 3.535, -1.396], [2.188, 4.265, -1.231], [1.887, 5.350, -0.483], [0.554, 5.301, -0.168], [0.042, 4.202, -0.766], [-1.561, 3.730, -0.956], [-0.019, 6.182, 0.865], [0.829, 5.993, 2.129], [0.003, 7.622, 0.352], [-1.450, 5.799, 1.203], [-0.030, 0.452, -3.392], [0.340, -0.879, -2.394], [-2.103, -1.243, -7.151], [-1.128, 0.219, -7.261], [-2.705, 0.243, -6.441], [-0.175, -2.477, -6.188], [0.596, -1.906, -4.715], [0.821, -1.020, -6.229], [-2.434, -2.437, -5.001], [-2.990, -0.967, -4.203], [-1.639, -1.883, -3.533], [-1.347, 2.042, -5.856], [-0.156, 3.597, -4.000], [0.262, 1.502, -0.896], [3.068, 1.975, -3.664], [5.266, 0.582, -2.887], [6.837, 0.010, -1.423], [5.994, -1.450, -1.990], [6.949, -1.483, -0.513], [6.046, 1.231, 0.577], [6.165, -0.229, 1.561], [4.648, 0.665, 1.507], [3.908, -2.286, -0.670], [3.577, -1.554, 0.904], [5.079, -2.439, 0.648], [3.122, 3.962, -1.657], [2.525, 6.146, -0.161], [1.869, 6.277, 1.994], [0.774, 4.955, 2.449], [0.416, 6.598, 2.928], [1.005, 7.955, 0.099], [-0.397, 8.276, 1.122], [-0.623, 7.710, -0.533], [-1.494, 4.785, 1.590], [-2.110, 5.898, 0.347], [-1.808, 6.451, 1.994], [-0.064, -7.019, 3.661], [1.226, -6.222, 3.848], [1.589, -6.149, 5.330], [2.867, -5.345, 5.523], [2.685, -3.983, 4.921], [3.420, -2.908, 5.372], [3.166, -1.631, 4.881], [3.912, -0.607, 5.324], [2.159, -1.396, 3.979], [1.442, -2.480, 3.467], [0.415, -2.228, 2.454], [-0.018, -1.074, 2.274], [0.008, -3.402, 1.751], [0.353, -4.638, 2.219], [1.079, -4.859, 3.322], [1.723, -3.789, 3.910], [-0.847, -3.356, 0.487], [-1.321, -4.408, 0.095], [-0.989, -2.232, -0.077], [-0.001, -7.943, 4.230], [-0.235, -7.285, 2.623], [-0.915, -6.445, 4.022], [2.042, -6.715, 3.302], [1.715, -7.157, 5.724], [0.770, -5.676, 5.876], [3.707, -5.868, 5.057], [3.090, -5.248, 6.588], [4.189, -3.040, 6.118], [1.918, -0.399, 3.644], [-0.006, -5.492, 1.665], [-1.623, 3.182, 2.815], [-1.561, 2.195, 2.105], [-0.574, 1.867, 1.393], [-2.826, 1.278, 2.038], [-2.817, 0.342, 0.473], [-4.071, -0.964, 0.680], [-5.055, -0.891, 1.661], [-6.112, -1.784, 1.642], [-6.186, -2.759, 0.662], [-5.194, -2.846, -0.302], [-4.138, -1.953, -0.295], [-3.760, 1.326, -0.749], [-4.942, 1.983, -0.430], [-5.693, 2.577, -1.430], [-5.294, 2.488, -2.753], [-4.115, 1.835, -3.075], [-3.351, 1.265, -2.075], [-3.716, 1.893, 2.187], [-2.736, 0.570, 2.866], [-5.010, -0.144, 2.439], [-6.890, -1.705, 2.388], [-7.012, -3.454, 0.652], [-5.247, -3.603, -1.069], [-3.352, -2.026, -1.031], [-5.300, 2.013, 0.588], [-6.611, 3.091, -1.184], [-5.907, 2.918, -3.531], [-3.806, 1.751, -4.105], [-2.425, 0.755, -2.299]]
}



No. 3
{
  "formula": "C4H8ClN2",
  "method": "ωB97M-V/def2-TZVPD",
  "gap_ev": 10.8,
  "smiles": "ClCC1=[NH+]CCN1",
  "largest_force_ha_per_bohr": 0.1073,
  "e_above_lowest_kcal_mol": 31.4,
  "total_charge": 1,
  "elements": ["Cl", "C", "C", "N", "C", "C", "N", "H", "H", "H", "H", "H", "H", "H", "H"],
  "coordinates": [[3.177, 0.059, 0.547], [2.104, -0.386, -0.861], [0.542, -0.130, -0.301], [-0.264, -1.043, 0.263], [-1.317, -0.386, 0.876], [-1.460, 0.955, 0.177], [-0.074, 1.053, -0.364], [2.316, 0.254, -1.618], [2.183, -1.469, -1.197], [-0.141, -1.964, 0.565], [-1.249, -0.428, 2.002], [-2.256, -0.953, 0.605], [-2.122, 0.716, -0.588], [-1.666, 1.833, 0.704], [0.227, 1.886, -0.809]]
}



No. 4
{
  "formula": "CH4NO2PS",
  "method": "ωB97M-V/def2-TZVPD",
  "gap_ev": 8.6,
  "smiles": "CSOO.N#P",
  "largest_force_ha_per_bohr": 0.0994,
  "e_above_lowest_kcal_mol": 140.0,
  "total_charge": 0,
  "elements": ["C", "S", "O", "O", "H", "H", "H", "H", "N", "P"],
  "coordinates": [[-1.038, -0.875, 0.376], [-0.446, 0.537, 1.326], [-0.584, 1.696, 0.107], [0.670, 2.233, -0.305], [-0.717, -0.677, -0.588], [-2.085, -1.041, 0.354], [-0.636, -1.827, 0.846], [0.826, 1.356, -0.968], [1.843, -0.372, -1.211], [2.166, -1.030, 0.061]]
}



No. 5
{
  "formula": "C16H36N5O4S",
  "method": "ωB97M-V/def2-TZVPD",
  "gap_ev": 7.5,
  "largest_force_ha_per_bohr": 0.0948,
  "total_charge": 1,
  "elements": ["C", "C", "N", "C", "N", "N", "C", "C", "C", "C", "C", "C", "C", "C", "S", "C", "N", "N", "C", "O", "H", "H", "H", "H", "H", "H", "H", "H", "H", "H", "H", "H", "H", "H", "H", "H", "H", "H", "H", "H", "H", "H", "H", "H", "C", "O", "H", "H", "H", "H", "C", "O", "H", "H", "H", "H", "C", "O", "H", "H", "H", "H"],
  "coordinates": [[-2.372, -1.026, -2.204], [-0.919, -1.646, -2.106], [-0.723, -2.482, -3.355], [-1.717, -3.483, -3.136], [-2.691, -3.812, -3.965], [-1.424, -3.978, -1.836], [-0.793, -2.834, -1.074], [-1.381, -2.616, 0.368], [-0.264, -2.179, 1.420], [-0.307, -0.604, 1.618], [1.103, 0.097, 1.343], [0.786, 1.565, 0.872], [2.045, 2.411, 0.411], [3.437, 1.800, 0.805], [4.151, 0.648, -0.463], [3.080, 0.636, -1.911], [2.296, -0.365, -2.337], [1.678, 0.157, -3.444], [2.101, 1.410, -3.657], [3.019, 1.776, -2.688], [-2.432, 0.007, -1.779], [-3.112, -1.665, -1.639], [-2.735, -0.963, -3.262], [-0.092, -0.897, -2.092], [-0.814, -1.970, -4.238], [-2.494, -3.812, -4.965], [-3.626, -3.995, -3.595], [-0.688, -4.685, -1.775], [0.305, -3.036, -0.945], [-2.261, -1.921, 0.369], [-1.784, -3.617, 0.702], [0.751, -2.552, 1.139], [-0.602, -2.645, 2.405], [-1.045, -0.200, 0.867], [-0.695, -0.392, 2.643], [1.617, 0.116, 2.346], [1.639, -0.531, 0.592], [0.239, 2.106, 1.704], [0.084, 1.483, -0.007], [1.974, 3.404, 0.943], [1.938, 2.651, -0.677], [3.450, 1.330, 1.820], [4.157, 2.665, 0.869], [1.802, 2.133, -4.437], [-1.681, 4.319, 2.925], [-0.303, 4.005, 3.086], [-2.265, 3.408, 3.051], [-1.985, 5.049, 3.679], [-1.853, 4.722, 1.925], [0.190, 4.824, 2.969], [-0.002, 5.797, -0.910], [-0.539, 4.779, -0.071], [-0.002, 6.736, -0.360], [1.024, 5.544, -1.192], [-0.617, 5.904, -1.806], [-0.530, 3.958, -0.576], [0.159, -4.901, 4.144], [0.332, -3.495, 4.279], [-0.664, -5.087, 3.455], [1.071, -5.353, 3.747], [-0.079, -5.341, 5.115], [1.063, -3.357, 4.891]]
}



No. 6
{
  "formula": "CH6NS",
  "method": "ωB97M-V/def2-TZVPD",
  "gap_ev": 10.5,
  "smiles": "[NH3+]CS",
  "largest_force_ha_per_bohr": 0.1102,
  "e_above_lowest_kcal_mol": 6.0,
  "total_charge": 1,
  "elements": ["N", "C", "S", "H", "H", "H", "H", "H", "H"],
  "coordinates": [[-0.911, -0.520, -0.161], [0.160, 0.582, -0.117], [1.833, -0.185, -0.034], [-0.511, -1.266, -0.805], [-1.815, -0.114, -0.639], [-0.833, -0.819, 0.761], [0.249, 1.246, -1.029], [-0.191, 1.212, 0.683], [2.019, -0.136, 1.343]]
}



No. 7
{
  "formula": "C4H4O3",
  "method": "ωB97M-V/def2-TZVPD",
  "gap_ev": 8.5,
  "smiles": "C=C(O)C(=O)C=O",
  "largest_force_ha_per_bohr": 0.0882,
  "e_above_lowest_kcal_mol": 87.7,
  "total_charge": 0,
  "elements": ["C", "C", "O", "C", "O", "C", "O", "H", "H", "H", "H"],
  "coordinates": [[0.131, 0.435, -1.710], [-0.354, 0.312, -0.448], [-1.608, -0.148, -0.402], [0.525, 0.275, 0.770], [1.625, 0.780, 0.768], [0.127, -0.582, 1.979], [-0.560, -1.566, 1.899], [1.179, 0.564, -1.868], [-0.537, 0.715, -2.534], [-1.155, -0.523, -1.369], [0.627, -0.264, 2.914]]
}



Listing E for the structures above in their given order: -89746.8713, -120432.2310, -19772.9738, -26805.7043, -43641.0451, -13451.8502, -10351.4100 eV.